Computed, not measured: 4 unconnected molecules or ions with the total composition C32H86N9O6P4 at a distorted geometry, with wB97M-V/def2-TZVPD.

Each atom is followed by the atoms it is bonded to, with distances in Å.
Positions of all 137 atoms, in Å:
1 C 7.28909 0.27901 2.43557  C2 1.523, H19 1.085, H20 1.094, H21 1.089
2 C 8.31302 -0.28316 1.45790  C1 1.523, C3 1.548, H22 1.092, H23 1.095
3 C 7.77113 -0.86553 0.12949  C2 1.548, C4 1.545, H24 1.093, H25 1.091
4 C 6.35861 -1.49209 0.12596  C3 1.545, C5 1.548, H26 1.088, H27 1.093
5 C 5.63971 -1.28044 -1.22811  C4 1.548, P6 1.937, H28 1.091, H29 1.093
6 P 3.97794 -0.28854 -1.13701  C5 1.937, C7 1.930, C11 1.919, O15 1.779, H30 1.476, H31 1.481
7 C 4.73978 1.11947 -0.05826  P6 1.930, O8 1.427, H32 1.103, H33 1.099
8 O 4.10867 2.39210 -0.19712  C7 1.427, C9 1.407
9 C 4.79993 3.38338 0.52419  O8 1.407, C10 1.533, H34 1.097, H35 1.098
10 C 3.85384 4.57111 0.73647  C9 1.533, H36 1.089, H37 1.086, H38 1.088
11 C 4.26800 0.61766 -2.80390  P6 1.919, C12 1.526, H39 1.093, H40 1.089
12 C 5.49241 1.52685 -2.84106  C11 1.526, C13 1.545, O14 1.394, H41 1.082
13 C 5.72558 2.34818 -4.12861  C12 1.545, O14 1.425, H42 1.079, H43 1.082
14 O 5.28717 2.90439 -2.89202  C12 1.394, C13 1.425
15 O 2.39929 0.51749 -0.98280  P6 1.779, C16 1.383
16 C 1.36357 -0.29378 -0.55643  O15 1.383, C17 1.547, H44 1.100, H45 1.103
17 C 0.80472 0.10302 0.82999  C16 1.547, C18 1.547, H46 1.091, H47 1.088
18 C 0.46567 -1.16061 1.65588  C17 1.547, H48 1.087, H49 1.090, H50 1.090
19 H 6.70338 1.09386 2.02383  C1 1.085
20 H 7.83006 0.65809 3.30721  C1 1.094
21 H 6.65865 -0.52120 2.81923  C1 1.089
22 H 8.96185 -1.02009 1.93577  C2 1.092
23 H 8.98577 0.53797 1.19100  C2 1.095
24 H 8.46789 -1.64953 -0.17729  C3 1.093
25 H 7.84903 -0.10705 -0.65067  C3 1.091
26 H 5.74035 -1.18450 0.96698  C4 1.088
27 H 6.51516 -2.56829 0.23515  C4 1.093
28 H 6.31821 -0.96233 -2.02157  C5 1.091
29 H 5.30260 -2.27773 -1.52377  C5 1.093
30 H 3.68698 -1.05977 0.08709  P6 1.476
31 H 3.31466 -1.36940 -1.90126  P6 1.481
32 H 4.51476 0.81548 0.97799  C7 1.103
33 H 5.83488 1.20256 -0.09823  C7 1.099
34 H 5.13531 2.97222 1.48447  C9 1.097
35 H 5.67471 3.68449 -0.06636  C9 1.098
36 H 3.63436 4.67673 1.79818  C10 1.089
37 H 2.92642 4.37684 0.20556  C10 1.086
38 H 4.31102 5.48740 0.36883  C10 1.088
39 H 4.45437 -0.09882 -3.60839  C11 1.093
40 H 3.43604 1.28985 -3.00847  C11 1.089
41 H 6.38137 1.16784 -2.33903  C12 1.082
42 H 4.96325 1.94966 -4.77986  C13 1.079
43 H 6.79080 2.20215 -4.24665  C13 1.082
44 H 1.61906 -1.36354 -0.53497  C16 1.100
45 H 0.53467 -0.20072 -1.27790  C16 1.103
46 H -0.11937 0.66949 0.70680  C17 1.091
47 H 1.58035 0.67705 1.33279  C17 1.088
48 H 1.38440 -1.50786 2.12070  C18 1.087
49 H 0.05096 -1.90723 0.97860  C18 1.090
50 H -0.30182 -0.90336 2.38603  C18 1.090
51 O 5.54709 -2.46254 -4.77134  P52 1.483
52 P 5.24658 -3.52001 -5.76692  O51 1.483, N53 1.708, N56 1.730, N59 1.684
53 N 3.56823 -3.78146 -5.59093  P52 1.708, C54 1.449, C55 1.458
54 C 2.93530 -4.71157 -4.67821  N53 1.449, H62 1.096, H63 1.097, H64 1.085
55 C 2.75553 -2.60622 -5.88172  N53 1.458, H65 1.099, H66 1.094, H67 1.088
56 N 6.26786 -4.78206 -5.16854  P52 1.730, C57 1.445, C58 1.461
57 C 5.82782 -6.11120 -4.81114  N56 1.445, H68 1.097, H69 1.094, H70 1.093
58 C 7.35493 -4.35586 -4.29102  N56 1.461, H71 1.097, H72 1.086, H73 1.094
59 N 5.31297 -4.08842 -7.35018  P52 1.684, C60 1.448, C61 1.456
60 C 4.27085 -4.79419 -8.06609  N59 1.448, H74 1.094, H75 1.093, H76 1.088
61 C 6.62112 -4.11963 -7.98854  N59 1.456, H77 1.096, H78 1.090, H79 1.093
62 H 1.96561 -5.01135 -5.09077  C54 1.096
63 H 2.77453 -4.29027 -3.67828  C54 1.097
64 H 3.49489 -5.63554 -4.57829  C54 1.085
65 H 2.74263 -2.40129 -6.96155  C55 1.099
66 H 3.12513 -1.71249 -5.36973  C55 1.094
67 H 1.72595 -2.76651 -5.56698  C55 1.088
68 H 5.31036 -6.13435 -3.84370  C57 1.097
69 H 6.69220 -6.77833 -4.73665  C57 1.094
70 H 5.18214 -6.54651 -5.57773  C57 1.093
71 H 7.02303 -4.20140 -3.25726  C58 1.097
72 H 7.79903 -3.42723 -4.63810  C58 1.086
73 H 8.14073 -5.11742 -4.29090  C58 1.094
74 H 4.08872 -5.79104 -7.65274  C60 1.094
75 H 4.56617 -4.91430 -9.11105  C60 1.093
76 H 3.33018 -4.24742 -8.07796  C60 1.088
77 H 7.07252 -5.11576 -7.92272  C61 1.096
78 H 7.30141 -3.41372 -7.51230  C61 1.090
79 H 6.55187 -3.83416 -9.04147  C61 1.093
80 O -2.15519 0.08944 4.27854  P81 1.494
81 P -2.49488 1.40767 4.89460  O80 1.494, N82 1.717, N85 1.735, N88 1.687
82 N -3.17919 0.97962 6.40968  P81 1.717, C83 1.445, C84 1.455
83 C -4.56090 0.62833 6.64219  N82 1.445, H91 1.096, H92 1.099, H93 1.086
84 C -2.24546 0.34248 7.32582  N82 1.455, H94 1.098, H95 1.096, H96 1.089
85 N -3.58792 1.91572 3.64668  P81 1.735, C86 1.448, C87 1.460
86 C -4.97824 2.26372 3.84980  N85 1.448, H97 1.097, H98 1.092, H99 1.093
87 C -3.41957 1.28121 2.34272  N85 1.460, H100 1.098, H101 1.086, H102 1.094
88 N -2.23704 3.01747 5.32704  P81 1.687, C89 1.448, C90 1.459
89 C -2.77108 3.71360 6.47946  N88 1.448, H103 1.094, H104 1.092, H105 1.088
90 C -1.63565 3.88375 4.31813  N88 1.459, H106 1.094, H107 1.089, H108 1.092
91 H -4.82317 0.86997 7.67842  C83 1.096
92 H -4.77448 -0.43582 6.46934  C83 1.099
93 H -5.24196 1.21679 6.03504  C83 1.086
94 H -1.52269 1.07190 7.71403  C84 1.098
95 H -1.68331 -0.46629 6.84616  C84 1.096
96 H -2.77355 -0.07810 8.18091  C84 1.089
97 H -5.61276 1.37878 3.98243  C86 1.097
98 H -5.36230 2.80462 2.98190  C86 1.092
99 H -5.11569 2.93909 4.69827  C86 1.093
100 H -3.90453 0.29701 2.29099  C87 1.098
101 H -2.36956 1.14711 2.09836  C87 1.086
102 H -3.85718 1.92018 1.57035  C87 1.094
103 H -3.85517 3.84514 6.41211  C89 1.094
104 H -2.31698 4.70432 6.54792  C89 1.092
105 H -2.54010 3.21016 7.41636  C89 1.088
106 H -2.40049 4.45535 3.78329  C90 1.094
107 H -1.08071 3.30037 3.58449  C90 1.089
108 H -0.92707 4.58012 4.77256  C90 1.092
109 O -8.03644 1.98516 2.54368  P110 1.488
110 P -9.14987 1.35358 1.78567  O109 1.488, N111 1.708, N114 1.729, N117 1.677
111 N -8.51861 1.15178 0.21175  P110 1.708, C112 1.447, C113 1.459
112 C -8.58533 2.11398 -0.86720  N111 1.447, H120 1.094, H121 1.098, H122 1.085
113 C -7.34718 0.28354 0.15270  N111 1.459, H123 1.097, H124 1.095, H125 1.088
114 N -10.35922 2.57514 1.97147  P110 1.729, C115 1.446, C116 1.459
115 C -11.05993 3.21930 0.88296  N114 1.446, H126 1.098, H127 1.094, H128 1.092
116 C -10.15932 3.51400 3.07022  N114 1.459, H129 1.097, H130 1.086, H131 1.093
117 N -10.28121 0.12479 1.64121  P110 1.677, C118 1.450, C119 1.458
118 C -10.66376 -0.57343 0.42901  N117 1.450, H132 1.094, H133 1.092, H134 1.088
119 C -11.16472 -0.10069 2.77891  N117 1.458, H135 1.095, H136 1.090, H137 1.092
120 H -8.55378 1.58229 -1.82335  C112 1.094
121 H -7.76506 2.84356 -0.84961  C112 1.098
122 H -9.52559 2.65524 -0.87876  C112 1.085
123 H -7.63162 -0.76358 0.31511  C113 1.097
124 H -6.59694 0.54971 0.90415  C113 1.095
125 H -6.87496 0.34400 -0.82614  C113 1.088
126 H -10.44281 3.97183 0.37543  C115 1.098
127 H -11.94865 3.72866 1.26613  C115 1.094
128 H -11.42544 2.49690 0.14975  C115 1.092
129 H -9.46157 4.32022 2.81113  C116 1.097
130 H -9.77312 3.01110 3.95218  C116 1.086
131 H -11.11782 3.96465 3.34195  C116 1.093
132 H -11.19610 0.07874 -0.26940  C118 1.094
133 H -11.32538 -1.40360 0.68319  C118 1.092
134 H -9.81236 -1.01225 -0.08620  C118 1.088
135 H -12.12733 0.40179 2.63872  C119 1.095
136 H -10.71941 0.28061 3.69766  C119 1.090
137 H -11.34335 -1.16737 2.93096  C119 1.092

The gap between HOMO and LUMO is 5.268 eV. The HOMO energy comes out at -3.531 eV. The value obtained for the total energy is -97423.96107 eV. The total charge is -1. As for the spin multiplicity: 1. The value obtained for the LUMO energy is 1.7 eV. Its largest force on an atom is 5.8 eV/Å.